The ion CH4NO with charge -1. Source: the Open Molecules 2025 dataset; level of theory: wB97M-V/def2-TZVPD.

Calculated values
gap between HOMO and LUMO	7.6	eV
HOMO level	-2.1	eV
energy relative to the best compared isomer or geometry (same formula, charge and spin)	38.9	kJ/mol
SMILES	NC[O-]
total charge	-1

The geometry in XYZ format:
```
7
CH4NO (wB97M-V/def2-TZVPD)
N -0.263 -0.110 0.861
C -0.097 0.124 -0.640
O 1.092 -0.178 -1.089
H -0.040 -1.084 1.128
H 0.463 0.319 1.388
H -1.031 -0.378 -0.978
H -0.124 1.305 -0.669
```

In the Löwdin picture, each atom carries the following charge in e: atom 1 (N): -0.0869, atom 2 (C): -0.6741, atom 3 (O): -0.3695, atom 4 (H): 0.0181, atom 5 (H): -0.0124, atom 6 (H): 0.0528, atom 7 (H): 0.0719



An isolated molecule of C2H4BrClFN5O3. Source: the Open Molecules 2025 dataset; level of theory: wB97M-V/def2-TZVPD.

Calculated values
gap between HOMO and LUMO (spin up / spin down)	6.8 / 6.7	eV
HOMO level (spin up / spin down)	-7.8 / -9.8	eV
multiplicity	3

The geometry in XYZ format:
```
17
C2H4BrClFN5O3 (wB97M-V/def2-TZVPD)
C 1.110 0.205 -0.086
C -1.457 -1.822 1.225
N -0.556 -0.136 -0.253
N 1.098 1.577 -0.579
N -1.110 1.089 -0.789
N -0.166 2.104 -0.669
N 1.702 -0.781 -0.998
O 2.043 -1.837 -0.473
O 1.946 -0.403 -2.128
O -0.987 -0.416 0.983
F 1.865 2.527 0.187
Cl -1.618 1.121 -2.392
Br -0.795 3.158 1.006
H 1.492 -0.008 1.068
H -2.478 -1.815 1.797
H -0.583 -2.289 1.839
H -1.505 -2.273 0.264
```

In the Löwdin picture, each atom carries the following charge in e: atom 1 (C): -0.0589, atom 2 (C): -0.0047, atom 3 (N): -0.0893, atom 4 (N): -0.0512, atom 5 (N): -0.6086, atom 6 (N): -0.4037, atom 7 (N): -0.3732, atom 8 (O): 0.0816, atom 9 (O): 0.1073, atom 10 (O): -0.2206, atom 11 (F): -0.0727, atom 12 (Cl): 0.6964, atom 13 (Br): 0.4710, atom 14 (H): 0.2370, atom 15 (H): 0.1192, atom 16 (H): 0.1122, atom 17 (H): 0.0585



A structure of composition C2H3Br2NO2. Source: the Open Molecules 2025 dataset; level of theory: wB97M-V/def2-TZVPD.

Calculated values
gap between HOMO and LUMO (spin up / spin down)	8.6 / 8.4	eV
HOMO level (spin up / spin down)	-8.8 / -10.8	eV
multiplicity	3
energy relative to the best compared isomer or geometry (same formula, charge and spin)	0.0	kJ/mol

The geometry in XYZ format:
```
10
C2H3Br2NO2 (wB97M-V/def2-TZVPD)
C 0.926 -1.606 0.247
C -0.569 0.821 -0.754
N -0.528 1.197 0.632
O -1.590 1.079 1.236
O 0.509 1.641 1.082
Br 0.667 1.629 -1.913
Br -2.123 0.082 -1.352
H 0.095 -2.233 -0.120
H 1.533 -1.020 -0.453
H 1.081 -1.590 1.395
```

In the Löwdin picture, each atom carries the following charge in e: atom 1 (C): 0.0406, atom 2 (C): -1.1686, atom 3 (N): -0.5215, atom 4 (O): -0.0040, atom 5 (O): 0.0283, atom 6 (Br): 0.7806, atom 7 (Br): 0.8448, atom 8 (H): -0.0118, atom 9 (H): -0.0244, atom 10 (H): 0.0358



A cluster of 11 separate species, C17H55N17O11 in total. Source: the Open Molecules 2025 dataset; level of theory: wB97M-V/def2-TZVPD.

Calculated values
gap between HOMO and LUMO	8.9	eV
HOMO level	-8.7	eV
SMILES	CC1(C)CCCC(C)(C)N1O.NC(N)=O.NC(N)=O.NC(N)=O.NC(N)=O.NC(N)=O.NC(N)=O.NC(N)=O.NC(N)=O.O.O

The geometry in XYZ format:
```
100
C17H55N17O11 (wB97M-V/def2-TZVPD)
C 5.252 0.809 4.676
C 3.727 0.963 4.699
C 3.128 -0.166 5.575
C 3.252 2.359 5.040
C 1.774 2.621 4.735
C 1.435 2.350 3.257
C 1.877 0.942 2.740
C 0.887 -0.155 3.133
C 2.086 0.945 1.199
N 3.271 0.724 3.239
O 3.720 -0.585 2.852
H 5.461 -0.242 4.444
H 5.653 1.457 3.911
H 5.583 1.149 5.680
H 3.180 0.106 6.651
H 2.052 -0.354 5.474
H 3.494 -1.126 5.307
H 3.555 2.608 6.064
H 3.862 3.027 4.315
H 1.077 2.029 5.300
H 1.569 3.676 4.878
H 1.928 3.061 2.594
H 0.379 2.319 3.065
H 0.485 -0.106 4.131
H 1.373 -1.131 2.974
H -0.097 -0.301 2.523
H 1.175 0.837 0.617
H 2.711 0.117 0.839
H 2.656 1.802 0.873
H 4.123 -0.453 1.981
N -3.066 2.220 -4.389
C -2.516 0.984 -4.813
N -2.333 1.047 -6.228
O -2.268 0.071 -4.013
H -3.580 2.245 -3.511
H -3.047 3.032 -4.958
H -1.892 0.331 -6.795
H -2.708 1.806 -6.735
N -1.792 -2.042 -0.860
C -1.448 -0.783 -0.444
N -0.893 0.034 -1.410
O -1.621 -0.380 0.727
H -1.892 -2.802 -0.181
H -1.674 -2.170 -1.873
H -1.111 -0.220 -2.350
H -0.369 0.838 -1.088
N -6.495 0.834 -1.065
C -5.184 1.108 -1.406
N -4.257 0.126 -1.360
O -4.996 2.241 -1.889
H -6.703 0.145 -0.305
H -7.188 1.547 -1.230
H -4.409 -0.624 -0.754
H -3.310 0.458 -1.348
N -2.025 4.031 -1.148
C -1.478 3.098 -0.362
N -2.194 2.601 0.677
O -0.301 2.760 -0.469
H -1.380 4.547 -1.828
H -3.003 4.380 -1.093
H -1.788 1.726 0.979
H -3.178 2.761 0.776
N 3.323 -4.002 -0.177
C 2.547 -3.277 0.746
N 3.151 -3.181 2.013
O 1.447 -2.808 0.456
H 4.279 -3.805 -0.092
H 3.075 -4.103 -1.136
H 3.047 -2.322 2.568
H 4.149 -3.523 2.004
N -3.732 -2.466 1.518
C -5.039 -2.544 1.124
N -5.717 -3.632 1.617
O -5.536 -1.737 0.306
H -3.191 -1.640 1.241
H -3.176 -3.225 1.785
H -6.754 -3.582 1.449
H -5.458 -3.985 2.527
N -0.290 -1.818 -4.861
C 0.218 -1.631 -6.077
N 1.594 -2.047 -6.340
O -0.433 -1.124 -7.008
H -1.099 -1.286 -4.578
H 0.277 -2.002 -4.057
H 1.897 -1.587 -7.199
H 2.160 -1.907 -5.489
N 1.491 2.319 -3.866
C 1.974 1.271 -3.227
N 2.458 1.479 -1.929
O 2.131 0.169 -3.750
H 1.351 2.089 -4.826
H 1.759 3.242 -3.587
H 2.963 0.728 -1.508
H 1.854 2.110 -1.289
O -0.821 -3.399 2.047
H -0.839 -2.944 2.860
H -0.125 -3.043 1.492
O 1.439 -2.229 -2.582
H 1.207 -2.393 -1.636
H 1.893 -1.395 -2.565
```

Löwdin atomic charge list, values in e, 99 entries: atom 1 (C): -0.0346, atom 2 (C): -0.4962, atom 3 (C): -0.0265, atom 4 (C): -0.1393, atom 5 (C): -0.1628, atom 6 (C): -0.1105, atom 7 (C): -0.4592, atom 8 (C): -0.0341, atom 9 (C): -0.0348, atom 10 (N): -0.0669, atom 11 (O): -0.1099, atom 12 (H): 0.0774, atom 13 (H): 0.0779, atom 14 (H): 0.0991, atom 15 (H): 0.0981, atom 16 (H): 0.0615, atom 17 (H): 0.0631, atom 18 (H): 0.1193, atom 19 (H): 0.1494, atom 20 (H): 0.1012, atom 21 (H): 0.1073, atom 22 (H): 0.1149, atom 23 (H): 0.1106, atom 24 (H): 0.0601, atom 25 (H): 0.0620, atom 26 (H): 0.0996, atom 27 (H): 0.0588, atom 28 (H): 0.0651, atom 29 (H): 0.0765, atom 30 (H): 0.1002, atom 31 (N): 0.1439, atom 32 (C): -0.5198, atom 33 (N): 0.1534, atom 34 (O): -0.0229, atom 35 (H): 0.0530, atom 36 (H): 0.0710, atom 37 (H): 0.0605, atom 38 (H): 0.0678, atom 39 (N): 0.1839, atom 40 (C): -0.6341, atom 41 (N): 0.1990, atom 42 (O): -0.0485, atom 43 (H): 0.0986, atom 44 (H): 0.1176, atom 45 (H): 0.0514, atom 46 (H): 0.0580, atom 47 (N): 0.1385, atom 48 (C): -0.6394, atom 49 (N): 0.2059, atom 50 (O): -0.0493, atom 51 (H): 0.0934, atom 52 (H): 0.0930, atom 53 (H): 0.0248, atom 54 (H): 0.0656, atom 55 (N): 0.1558, atom 56 (C): -0.7035, atom 57 (N): 0.1856, atom 58 (O): -0.0351, atom 59 (H): 0.1464, atom 60 (H): 0.1208, atom 61 (H): 0.0704, atom 62 (H): 0.0994, atom 63 (N): 0.1582, atom 64 (C): -0.5671, atom 65 (N): 0.1494, atom 66 (O): 0.0013, atom 67 (H): 0.0660, atom 68 (H): 0.0877, atom 69 (H): 0.0578, atom 70 (H): 0.1201, atom 71 (N): 0.1685, atom 72 (C): -0.6101, atom 73 (N): 0.1346, atom 74 (O): -0.0187, atom 75 (H): 0.0691, atom 76 (H): 0.0572, atom 77 (H): 0.1309, atom 78 (H): 0.0948, atom 79 (N): 0.1835, atom 80 (C): -0.6127, atom 81 (N): 0.1172, atom 82 (O): -0.0356, atom 83 (H): 0.0523, atom 84 (H): 0.0372, atom 85 (H): 0.0834, atom 86 (H): 0.0717, atom 87 (N): 0.1876, atom 88 (C): -0.6688, atom 89 (N): 0.1467, atom 90 (O): 0.0055, atom 91 (H): 0.1127, atom 92 (H): 0.1104, atom 93 (H): 0.0716, atom 94 (H): 0.1049, atom 95 (O): -0.0371, atom 96 (H): 0.0158, atom 97 (H): -0.0163, atom 98 (O): -0.0763, atom 99 (H): 0.0274



An isolated molecule of C8H11NO2. Source: the Open Molecules 2025 dataset; level of theory: wB97M-V/def2-TZVPD.

Calculated values
gap between HOMO and LUMO	8.4	eV
HOMO level	-7.8	eV
energy relative to the best compared isomer or geometry (same formula, charge and spin)	313.8	kJ/mol
SMILES	CCn1ccc(=O)c(O)c1C

The geometry in XYZ format:
```
22
C8H11NO2 (wB97M-V/def2-TZVPD)
C 2.256 -0.484 -1.662
C 0.957 -1.273 -1.112
N -0.034 -0.409 -0.418
C -0.886 0.139 -1.330
C -1.684 1.235 -1.046
C -1.952 1.478 0.389
O -2.622 2.438 0.820
C -1.177 0.819 1.308
O -1.190 1.255 2.532
C -0.256 -0.194 0.955
C 0.600 -0.763 1.969
H 2.967 -1.198 -2.285
H 2.049 0.442 -2.240
H 2.869 -0.254 -0.788
H 1.271 -1.975 -0.423
H 0.234 -1.697 -1.768
H -0.857 -0.388 -2.268
H -2.643 1.583 -1.716
H -2.122 1.779 2.670
H 1.625 -0.434 1.610
H 0.073 -0.289 2.775
H 0.521 -1.810 2.027
```

In the Löwdin picture, each atom carries the following charge in e: atom 1 (C): -0.0446, atom 2 (C): -0.1496, atom 3 (N): -0.0632, atom 4 (C): -0.0995, atom 5 (C): 0.0396, atom 6 (C): -0.4227, atom 7 (O): -0.0047, atom 8 (C): -0.2991, atom 9 (O): 0.0445, atom 10 (C): -0.1696, atom 11 (C): -0.0007, atom 12 (H): 0.1060, atom 13 (H): 0.0717, atom 14 (H): 0.0490, atom 15 (H): 0.0808, atom 16 (H): 0.0929, atom 17 (H): 0.1140, atom 18 (H): 0.1669, atom 19 (H): 0.2079, atom 20 (H): 0.1258, atom 21 (H): 0.0798, atom 22 (H): 0.0747



An isolated molecule of C4H8N2O. Source: the Open Molecules 2025 dataset; level of theory: wB97M-V/def2-TZVPD.

Calculated values
gap between HOMO and LUMO	10.4	eV
HOMO level	-9.4	eV
energy relative to the best compared isomer or geometry (same formula, charge and spin)	236.9	kJ/mol
SMILES	C[C@@]1(C(N)=O)CN1

The geometry in XYZ format:
```
15
C4H8N2O (wB97M-V/def2-TZVPD)
C -1.213 -1.074 0.546
C -0.226 -0.043 0.025
C 1.161 -0.533 -0.184
N 2.084 0.377 0.180
O 1.383 -1.628 -0.680
C -0.651 1.038 -1.013
N -0.513 1.303 0.398
H -2.263 -0.783 0.404
H -1.055 -2.072 0.133
H -1.030 -1.123 1.629
H 1.752 1.241 0.584
H 3.058 0.161 0.090
H 0.123 1.521 -1.602
H -1.241 0.250 -1.444
H -1.371 1.364 0.932
```

In the Löwdin picture, each atom carries the following charge in e: atom 1 (C): -0.0140, atom 2 (C): -0.4648, atom 3 (C): -0.5207, atom 4 (N): 0.1787, atom 5 (O): 0.0539, atom 6 (C): -0.0730, atom 7 (N): 0.0455, atom 8 (H): 0.0887, atom 9 (H): 0.0832, atom 10 (H): 0.0946, atom 11 (H): 0.0972, atom 12 (H): 0.1110, atom 13 (H): 0.1067, atom 14 (H): 0.1091, atom 15 (H): 0.1041



Results for total energy: -170.46521 -3711.64098 -5431.01756 -2439.54430 -516.57905 -341.91341 (in Ha, following the order of the records).